Record 1
The following is a DFT calculation (ωB97M-V/def2-TZVPD) of C40H33CrN2O5 as an isolated structure at a distorted geometry.

Values from the calculation:
⟨S²⟩ ... 3.83
E_LUMO (alpha / beta) ... -5.66 / -8.89 eV
Relative energy (zero: lowest compared OMol25 entry of this formula, charge and spin) ... 0.0 kcal/mol
2S+1 ... 4
Gap between HOMO and LUMO (alpha / beta) ... 6.575 / 4.490 eV
Charge ... +2

Last column: Löwdin spin population.
Positions of all 81 atoms, in Å:
C  1.410  -3.778  5.003  0.045
C  0.480  -3.393  3.955  0.250
C  -0.546  -2.479  3.988  0.081
C  -1.142  -2.495  2.695  0.124
C  -0.395  -3.381  1.927  0.273
C  -0.609  -3.787  0.535  0.014
N  -2.042  -3.897  0.252  0.013
C  -2.976  -4.648  1.072  0.006
C  -2.493  -2.829  -0.493  0.000
O  -3.600  -2.311  -0.419  0.011
C  -1.279  -2.380  -1.302  0.008
C  -1.302  -3.111  -2.653  0.008
C  -0.054  -2.920  -3.483  0.000
C  0.606  -4.021  -4.039  0.003
C  1.757  -3.845  -4.804  0.005
C  2.202  -2.539  -5.111  0.002
C  1.516  -1.443  -4.588  0.001
C  0.418  -1.617  -3.752  0.000
N  -0.208  -2.735  -0.398  0.101
O  0.604  -3.938  2.692  0.024
H  1.382  -2.992  5.768  0.003
H  1.121  -4.717  5.495  0.020
H  2.443  -3.867  4.661  0.008
H  -0.860  -1.907  4.858  0.000
H  -1.970  -1.876  2.371  0.001
H  -0.089  -4.743  0.343  0.000
H  -3.984  -4.291  0.831  0.000
H  -2.941  -5.720  0.809  0.000
H  -2.788  -4.530  2.154  0.003
H  -1.420  -1.309  -1.489  -0.001
H  -1.468  -4.186  -2.489  0.000
H  -2.185  -2.717  -3.188  0.001
H  0.192  -5.030  -3.852  0.000
H  2.294  -4.713  -5.183  0.000
H  3.064  -2.391  -5.749  0.000
H  1.825  -0.422  -4.849  0.000
H  -0.088  -0.748  -3.315  0.000
H  0.757  -2.709  -0.725  0.002
O  9.340  -4.998  -1.237  0.055
C  8.197  -5.221  -1.287  0.032
Cr  6.314  -5.386  -1.082  0.895
C  6.426  -3.684  -0.257  -0.003
O  6.652  -2.714  0.351  0.003
C  6.840  -6.002  0.645  0.000
O  7.278  -6.185  1.709  0.008
C  5.897  -7.048  -2.367  0.042
C  6.035  -5.872  -3.121  0.009
C  5.246  -4.740  -2.834  0.030
C  4.159  -4.806  -1.926  0.039
C  3.307  -3.653  -1.671  0.174
C  3.052  -2.538  -1.205  0.018
C  3.146  -1.255  -0.669  0.267
C  2.995  -1.067  0.777  0.015
C  3.135  -2.136  1.696  0.048
C  3.269  -1.903  3.068  -0.003
C  3.219  -0.608  3.589  0.055
C  2.928  0.458  2.722  -0.009
C  2.783  0.205  1.352  0.050
C  3.828  -0.237  -1.498  0.013
C  4.196  -0.477  -2.860  0.072
C  4.823  0.496  -3.659  -0.010
C  4.984  1.801  -3.182  0.088
C  4.712  2.044  -1.835  -0.010
C  4.324  1.001  -0.993  0.082
C  4.228  -5.887  -1.020  0.026
C  5.005  -7.037  -1.286  -0.001
H  6.561  -7.907  -2.535  0.003
H  6.796  -5.811  -3.897  0.000
H  5.391  -3.827  -3.419  0.001
H  3.226  -3.151  1.328  0.002
H  3.511  -2.752  3.715  -0.001
H  3.457  -0.455  4.657  0.003
H  2.886  1.494  3.099  -0.001
H  2.572  1.048  0.704  0.001
H  3.985  -1.459  -3.289  0.003
H  5.176  0.256  -4.663  -0.002
H  5.371  2.589  -3.824  0.004
H  4.878  3.038  -1.422  -0.002
H  4.422  1.153  0.084  0.003
H  3.561  -5.878  -0.156  0.000
H  4.946  -7.891  -0.613  -0.001



Record 2
The following is a DFT calculation (ωB97M-V/def2-TZVPD) of C40H33N2O2P2PdS3Se as an isolated structure.

Values from the calculation:
E_LUMO ... -2.91 eV
Relative energy (zero: lowest compared OMol25 entry of this formula, charge and spin) ... 0.0 kcal/mol
Gap between HOMO and LUMO ... 7.563 eV
Charge ... +1

Last column: Mulliken charge in e.
Positions of all 84 atoms, in Å:
Pd  0.442  -0.975  0.663  0.275
S  0.186  1.380  0.308  -0.877
P  -0.685  1.149  2.115  2.114
C  0.085  -0.384  2.649  -1.234
P  -0.630  -1.999  2.961  2.038
S  0.452  -3.116  1.677  -0.602
C  -2.386  -2.111  2.563  0.700
C  -3.323  -1.648  3.486  -0.367
C  -4.674  -1.804  3.234  -0.756
C  -5.093  -2.442  2.072  -0.583
C  -4.164  -2.909  1.157  -0.781
C  -2.808  -2.742  1.397  -0.666
C  -0.562  -2.532  4.677  0.713
C  -0.952  -3.849  4.926  -0.598
C  -0.962  -4.331  6.222  -0.695
C  -0.592  -3.501  7.274  -0.534
C  -0.210  -2.191  7.029  -0.905
C  -0.190  -1.705  5.729  0.143
C  -2.478  1.139  1.945  0.878
C  -3.282  1.773  2.891  -0.480
C  -4.655  1.828  2.707  -0.794
C  -5.226  1.254  1.582  -0.682
C  -4.427  0.621  0.638  -0.668
C  -3.056  0.568  0.812  -0.590
C  -0.303  2.482  3.257  0.058
C  -0.424  2.279  4.630  0.024
C  -0.182  3.323  5.505  -0.807
C  0.182  4.570  5.009  -0.605
C  0.301  4.773  3.643  -0.764
C  0.060  3.727  2.762  -0.711
H  -2.998  -1.182  4.410  0.415
H  -5.401  -1.442  3.948  0.452
H  -6.151  -2.579  1.886  0.447
H  -4.490  -3.414  0.257  0.452
H  -2.076  -3.117  0.694  0.526
H  -1.248  -4.493  4.105  0.387
H  -1.261  -5.353  6.415  0.414
H  -0.601  -3.880  8.287  0.396
H  0.081  -1.548  7.849  0.459
H  0.126  -0.687  5.549  -0.027
H  -2.844  2.246  3.760  0.405
H  -5.275  2.332  3.436  0.450
H  -6.297  1.306  1.433  0.427
H  -4.873  0.177  -0.243  0.464
H  -2.429  0.100  0.062  0.382
H  -0.707  1.305  5.014  0.536
H  -0.271  3.167  6.572  0.465
H  0.374  5.385  5.694  0.406
H  0.584  5.744  3.261  0.446
H  0.162  3.877  1.694  0.474
C  3.852  -2.342  -3.012  -0.931
N  3.328  -0.999  -2.806  0.424
C  2.150  -0.683  -2.252  -0.348
Se  0.868  -1.886  -1.612  -0.263
N  2.032  0.656  -2.267  0.357
C  3.162  1.232  -2.830  0.588
C  3.526  2.552  -3.055  -0.905
C  4.753  2.759  -3.659  -0.547
C  5.583  1.690  -4.023  -0.656
C  5.216  0.377  -3.797  -0.444
C  3.986  0.171  -3.188  0.315
H  3.267  -3.033  -2.411  0.293
H  4.892  -2.362  -2.694  0.348
H  3.769  -2.613  -4.063  0.303
H  1.213  1.133  -1.927  0.186
H  2.882  3.375  -2.778  0.479
H  5.080  3.770  -3.858  0.424
H  6.537  1.898  -4.487  0.417
H  5.867  -0.446  -4.057  0.420
O  6.864  0.948  -0.788  -0.463
C  6.116  -0.159  -0.650  0.320
O  6.363  -1.136  -1.304  -0.566
C  4.989  -0.108  0.336  1.496
C  4.388  1.083  0.733  -0.796
C  3.361  1.066  1.664  -0.907
C  2.928  -0.144  2.194  -0.020
S  1.679  -0.144  3.472  -0.148
C  3.532  -1.336  1.805  -0.286
C  4.549  -1.317  0.867  -0.905
H  6.635  1.606  -0.120  0.355
H  4.690  2.033  0.304  0.288
H  2.886  1.987  1.973  0.459
H  3.196  -2.270  2.234  0.598
H  5.029  -2.233  0.550  0.497



Record 3
The following is a DFT calculation (ωB97M-V/def2-TZVPD) of C40H34AsN2O3PRu as an isolated structure.

Values from the calculation:
E_LUMO ... -8.36 eV
Relative energy (zero: lowest compared OMol25 entry of this formula, charge and spin) ... 0.5 kcal/mol
Gap between HOMO and LUMO ... 4.416 eV
Charge ... +2

Last column: Mulliken charge in e.
Positions of all 82 atoms, in Å:
Ru  0.148  -0.290  0.184  -0.173
O  -2.071  -1.291  4.016  -0.690
C  -1.281  -0.520  4.786  0.792
C  -1.521  -0.564  6.160  -0.799
C  -0.764  0.195  7.021  -0.311
C  0.258  1.025  6.543  -0.850
C  0.510  1.070  5.197  -0.521
C  -0.243  0.296  4.288  0.262
C  0.112  0.315  2.881  1.183
O  -0.604  -0.395  2.038  -1.063
N  1.179  1.000  2.493  -1.268
N  1.451  0.775  1.179  0.676
C  2.500  1.292  0.646  -0.988
C  3.039  0.660  -0.597  1.022
C  4.512  0.889  -1.070  -0.340
C  4.691  1.629  -2.357  -1.057
C  3.847  1.387  -3.352  -0.813
C  2.761  0.360  -3.120  0.134
C  2.121  0.496  -1.777  0.025
O  0.930  0.233  -1.678  -0.659
H  -1.854  -1.129  3.085  0.342
H  -2.319  -1.200  6.517  0.488
H  -0.968  0.154  8.083  0.430
H  0.837  1.627  7.228  0.454
H  1.293  1.703  4.806  0.487
H  3.116  1.963  1.237  0.439
H  5.085  1.334  -0.259  0.921
H  5.506  2.333  -2.456  0.506
H  3.905  1.879  -4.312  0.542
H  1.971  0.396  -3.867  0.837
C  1.755  -2.951  1.800  -0.326
C  0.581  -3.427  2.656  -1.727
As  1.093  -4.792  4.017  0.157
C  2.646  -3.850  4.728  0.344
C  2.561  -2.481  4.982  -0.102
C  3.607  -1.810  5.599  -0.684
C  4.749  -2.503  5.979  -0.617
C  4.829  -3.870  5.757  -0.592
C  3.781  -4.542  5.142  -0.412
C  1.889  -5.998  2.691  0.095
C  3.193  -5.936  2.199  0.014
C  3.607  -6.791  1.184  -0.864
C  2.723  -7.719  0.649  -0.588
C  1.427  -7.797  1.139  -0.705
C  1.017  -6.946  2.157  -0.458
P  1.175  -2.247  0.244  2.420
C  0.150  -3.407  -0.628  0.438
C  0.468  -4.751  -0.819  -0.087
C  -0.427  -5.559  -1.502  -0.765
C  -1.624  -5.035  -1.977  -0.632
C  -1.955  -3.701  -1.766  -1.007
C  -1.064  -2.891  -1.084  -0.589
C  2.650  -1.873  -0.758  -0.068
C  2.991  -2.190  -2.065  -1.229
C  3.390  -1.047  -3.150  -0.388
C  4.462  -1.469  -2.308  -0.660
C  4.768  -0.669  -1.050  -0.571
C  3.520  -0.829  -0.195  -0.829
H  2.408  -3.788  1.534  0.405
H  2.358  -2.210  2.329  0.678
H  -0.183  -3.922  2.052  0.895
H  0.097  -2.597  3.166  0.159
H  1.661  -1.925  4.730  0.405
H  3.520  -0.750  5.802  0.488
H  5.561  -1.985  6.470  0.422
H  5.704  -4.421  6.077  0.410
H  3.851  -5.614  4.998  0.531
H  3.903  -5.235  2.623  0.625
H  4.629  -6.750  0.829  0.447
H  3.053  -8.399  -0.126  0.431
H  0.742  -8.540  0.750  0.509
H  0.009  -7.032  2.549  0.432
H  1.386  -5.174  -0.420  0.353
H  -0.197  -6.605  -1.652  0.507
H  -2.317  -5.676  -2.505  0.449
H  -2.900  -3.309  -2.115  0.451
H  -1.347  -1.851  -0.873  0.293
H  2.648  -3.099  -2.539  0.859
H  3.341  -1.516  -4.125  0.608
H  5.212  -2.137  -2.711  0.540
H  5.711  -0.981  -0.612  0.478
H  3.670  -0.884  0.880  1.049



- Which value of relative energy (zero: lowest compared OMol25 entry of this formula, charge and spin) does entry 1 give?
  0.0 kcal/mol



- Which value of relative energy (zero: lowest compared OMol25 entry of this formula, charge and spin) does entry 1 give?
  0.0 kcal/mol



- Which of these has the lowest charge?
  C40H33N2O2P2PdS3Se